[1]
A structure of composition C2H3Br2N at a distorted geometry, computed with the ωB97M-V functional and the def2-TZVPD basis.

Geometry (Å):
C 0.14327 -2.62830 1.53187
C -0.11098 1.16070 -1.05641
N -0.38719 0.41939 0.16666
Br -0.42690 -1.35374 0.17301
Br 1.11543 -1.76177 2.89350
H -0.70862 0.83393 -1.90330
H 0.92764 1.10779 -0.91100
H -0.55265 2.22202 -0.89433

Strongest force on any atom (eV/Å): 3.51
LUMO energy (spin up / spin down) (eV): -1.3 / 0.0
Calculated total energy (eV): -143689.576
Orbital gap (spin up / spin down) (Ha): 0.2413 / 0.3415
Relative energy (zero: lowest compared OMol25 entry of this formula, charge and spin) (kJ/mol): 720.5
M (g/mol): 200.86

[2]
A cluster of 2 separate species, C4H4Br2F2I2 in total, computed with the ωB97M-V functional and the def2-TZVPD basis.

Geometry (Å):
C 1.13675 -0.78395 -1.38611
C -0.02769 0.68043 1.67882
C -1.12281 0.83719 0.79971
C 2.01634 -0.17107 -0.45264
F -0.94375 1.78245 -0.13961
F 2.59893 -0.91790 0.48218
Br 0.10456 -0.84925 2.71637
Br 2.88059 1.45097 -0.77067
I 2.27914 -1.84588 -3.08796
I -3.03849 1.57489 2.00445
H 0.52847 -0.07554 -1.93237
H 0.57101 -1.60748 -0.95825
H 0.56652 1.52319 1.98789
H -1.54048 -0.06367 0.35640

Strongest force on any atom (eV/Å): 0.58
LUMO energy (spin up / spin down) (eV): -2.1 / -1.6
Calculated total energy (eV): -165930.713
Orbital gap (spin up / spin down) (Ha): 0.2337 / 0.2660
Relative energy (zero: lowest compared OMol25 entry of this formula, charge and spin) (kJ/mol): 165.8
M (g/mol): 503.69

[3]
A structure of composition C27H27FN7Pt, computed with the ωB97M-V functional and the def2-TZVPD basis.

Geometry (Å):
Pt 0.16778 -0.65299 -0.88894
C 1.54289 2.45122 -2.32692
N 0.14939 2.14080 -2.33221
C -0.78781 2.94451 -1.61420
C -1.58490 2.12000 -0.62610
N -1.45021 0.82411 -0.42869
C -2.46902 0.50115 0.49422
C -2.87857 -0.73530 1.00329
C -3.93626 -0.74525 1.88662
C -4.59642 0.43887 2.26051
C -4.22804 1.66057 1.73943
C -3.15961 1.64825 0.84649
N -2.56810 2.66983 0.11455
C 2.29082 1.70860 -1.23928
N 1.97005 0.54421 -0.70803
C 3.00264 0.25300 0.19518
C 3.16606 -0.85328 1.03220
C 4.29669 -0.87738 1.82145
C 5.24277 0.16103 1.78498
C 5.09153 1.25764 0.96136
C 3.94474 1.26821 0.17191
N 3.46211 2.18944 -0.75521
H 1.71972 3.52717 -2.19650
H 1.98965 2.19317 -3.29212
H -0.19444 1.65699 -3.14298
H -1.49238 3.46707 -2.27818
H -0.25966 3.73086 -1.06357
H -2.38185 -1.64520 0.71795
H -4.27341 -1.68899 2.29298
H -5.42486 0.39120 2.95270
H -4.75420 2.56816 1.99664
H -2.86404 3.63017 0.07567
H 2.42727 -1.63888 1.05940
H 4.46220 -1.71715 2.48200
H 6.11831 0.09934 2.41606
H 5.82258 2.05104 0.93215
H 3.91268 3.03821 -1.05103
C 0.26273 0.64825 2.58366
C 0.00139 -0.81803 2.54118
N 0.03891 -1.60542 1.48864
C -0.20297 -2.87983 1.96977
C -0.41119 -2.84297 3.30538
N -0.26478 -1.52299 3.66560
H 0.48282 1.01198 1.58316
H 1.12225 0.86782 3.21856
H -0.60360 1.19073 2.96682
H -0.22373 -3.73644 1.31778
H -0.62742 -3.61649 4.01795
H -0.33645 -1.14516 4.59480
F -3.32442 -0.88460 -4.38967
C -2.25601 -1.30687 -3.68713
C -1.00463 -1.28025 -4.33876
C 0.10204 -1.68624 -3.65646
C -0.01663 -2.17554 -2.31907
C 1.11298 -2.36788 -1.42782
C -1.28970 -2.19311 -1.69931
C -2.42969 -1.74066 -2.40887
H -0.94573 -0.92247 -5.35685
H 1.08284 -1.64482 -4.10952
H 2.12752 -2.37417 -1.81125
H 0.95577 -3.06678 -0.61074
H -1.41182 -2.71643 -0.76081
H -3.41654 -1.77202 -1.97090

Strongest force on any atom (eV/Å): 0.96
LUMO energy (eV): -2.0
Calculated total energy (eV): -44828.754
Orbital gap (Ha): 0.3019
Relative energy (zero: lowest compared OMol25 entry of this formula, charge and spin) (kJ/mol): 139.4
Total charge: +1
M (g/mol): 663.64

[4]
The molecule H3NO2S2 at a distorted geometry, computed with the ωB97M-V functional and the def2-TZVPD basis.

Geometry (Å):
N -0.94566 -0.94716 0.52074
O 0.92329 0.67420 -0.54952
O -1.50516 -0.37322 -1.72476
S 2.13201 0.95046 0.62755
S -0.80379 0.29676 -0.61749
H -1.31844 -1.69868 0.01059
H -0.11656 -1.15984 1.05751
H 1.63432 2.25748 0.67538

Strongest force on any atom (eV/Å): 2.66
LUMO energy (eV): -0.5
Calculated total energy (eV): -27301.454
Orbital gap (Ha): 0.3232
Relative energy (zero: lowest compared OMol25 entry of this formula, charge and spin) (kJ/mol): 95.8
M (g/mol): 113.16

[5]
The molecule C2H4N2S2 at a distorted geometry, computed with the ωB97M-V functional and the def2-TZVPD basis.

Geometry (Å):
N 0.57483 -0.31318 -1.41663
C -0.31151 -0.77488 -0.45221
S -1.26012 -2.13868 -0.68423
N -0.33552 -0.04067 0.70646
C -0.00327 1.27911 0.96335
S -0.13203 1.90213 2.47432
H 0.56883 -1.04509 -2.11462
H 1.51076 -0.20681 -0.99230
H -0.95263 -0.47831 1.39478
H 0.34067 1.81638 0.12109

Strongest force on any atom (eV/Å): 1.95
LUMO energy (eV): -0.8
Calculated total energy (eV): -26789.391
Orbital gap (Ha): 0.3018
Relative energy (zero: lowest compared OMol25 entry of this formula, charge and spin) (kJ/mol): 60.2
M (g/mol): 120.20

[6]
A structure of composition C33H35CoN3O4S2, computed with the ωB97M-V functional and the def2-TZVPD basis.

Geometry (Å):
Co 0.33148 -0.31989 -0.42280
C -2.65871 -5.48900 -2.23433
C -2.38764 -4.86973 -0.87103
N -2.48469 -3.40019 -0.87645
C -3.74653 -2.79660 -0.44107
C -4.75378 -2.61423 -1.56718
C -1.46064 -2.67699 -1.31762
S -1.63977 -0.93778 -1.46212
N -0.38555 -3.34262 -1.73184
C 0.80972 -2.81584 -1.89876
O 1.22834 -1.71655 -1.41063
C 1.79011 -3.60221 -2.68641
C 3.04152 -3.05363 -2.96019
C 3.96354 -3.76923 -3.70593
C 3.64328 -5.03627 -4.17396
C 2.39873 -5.58800 -3.89760
C 1.47333 -4.87391 -3.15700
H -2.51593 -6.56865 -2.18176
H -1.97297 -5.08749 -2.97886
H -3.67967 -5.30219 -2.56455
H -1.39543 -5.14330 -0.52082
H -3.11057 -5.22425 -0.13744
H -3.52017 -1.83721 0.01970
H -4.15265 -3.44458 0.33532
H -4.33470 -1.99312 -2.35911
H -5.64895 -2.12239 -1.18595
H -5.05454 -3.56918 -1.99606
H 3.27929 -2.06798 -2.58542
H 4.93350 -3.34142 -3.92175
H 4.36597 -5.59594 -4.75331
H 2.15243 -6.57738 -4.25926
H 0.50311 -5.29395 -2.93107
C -1.43518 -0.24198 6.02949
O -0.24916 0.53141 5.88896
C 0.38003 0.51849 4.70531
C 1.57855 1.25834 4.65278
C 2.29098 1.28739 3.49227
C 1.84838 0.62951 2.32028
C 2.65285 0.67006 1.12107
C 4.05231 1.21658 1.16857
O 2.24103 0.28500 0.01197
C 0.62546 -0.08195 2.38029
O 0.09587 -0.72002 1.34905
C -0.08388 -0.14768 3.58619
H -1.75302 -0.11725 7.05929
H -1.23774 -1.29681 5.83160
H -2.21859 0.11795 5.35922
H 1.90918 1.77339 5.54360
H 3.21777 1.84358 3.46313
H 4.62874 0.80705 1.99547
H 4.00906 2.30182 1.29688
H 4.54240 0.99993 0.22356
H -0.99905 -0.72029 3.58923
N -0.20845 1.57570 -0.71448
S 0.71542 2.87304 -0.48985
C 0.12155 4.10522 -1.62038
C -1.03721 4.82902 -1.37306
C -1.48512 5.71764 -2.33684
C -0.77766 5.87576 -3.52237
C 0.38235 5.14916 -3.75433
C 0.84073 4.25575 -2.79888
C 0.28490 3.60093 1.08362
C 0.96800 4.74314 1.47959
C 0.70108 5.28379 2.72648
C -0.22859 4.67705 3.56307
C -0.89208 3.52871 3.15702
C -0.63733 2.97961 1.90720
H -1.18852 1.81412 -0.83693
H -1.57297 4.71073 -0.43911
H -2.38433 6.29226 -2.16101
H -1.13159 6.57456 -4.26836
H 0.93238 5.27858 -4.67630
H 1.74255 3.68001 -2.96629
H 1.69199 5.21192 0.82262
H 1.22104 6.17691 3.04573
H -0.43141 5.09935 4.53814
H -1.60627 3.05443 3.81711
H -1.12791 2.06981 1.58464

Strongest force on any atom (eV/Å): 0.17
LUMO energy (spin up / spin down) (eV): -2.4 / -4.0
Calculated total energy (eV): -106741.909
Orbital gap (spin up / spin down) (Ha): 0.3181 / 0.2584
Relative energy (zero: lowest compared OMol25 entry of this formula, charge and spin) (kJ/mol): 0.0
Spin multiplicity: 5
Total charge: +1
M (g/mol): 660.73